[1]
Computed, not measured: C29H25N9O7RuSSe as an isolated structure, with ωB97M-V with the def2-TZVPD basis set.

As for the frontier orbital gap (alpha / beta): 7.754 / 6.668 eV. The calculation puts the energy above the lowest of the compared OMol25 structures with the same formula, charge and spin at 0.5 kcal/mol. As for the spin multiplicity: 6. The LUMO energy (alpha / beta) comes out at -2.624 / -4.185 eV. As for the net charge: +1. For the HOMO energy (alpha / beta), the calculation gives -10.3787 / -10.8536 eV.

Geometry as XYZ:
```
73
Properties=species:S:1:pos:R:3:forces:R:3
Ru 0.4002 -0.7492 -0.3802 -0.6 0.1 0.7
O 0.9075 -2.3501 3.3598 -0.7 -2.1 2.0
C 1.0432 -1.5399 2.5098 1.7 1.7 -1.5
O 0.1191 -1.1966 1.6724 -0.8 0.2 -1.1
C 2.3997 -0.8410 2.3961 0.0 -0.5 0.6
C 3.1158 -0.7628 3.5975 -0.6 0.5 -1.6
C 4.3071 -0.0860 3.5901 1.3 0.7 -0.1
C 4.8624 0.3962 2.4308 0.3 0.2 -1.0
C 4.2042 0.1968 1.2187 0.6 0.1 1.1
C 2.9584 -0.4438 1.1607 -0.1 0.0 0.5
O 2.3513 -0.7177 0.0380 0.0 -0.2 -0.4
N 4.9161 0.7199 0.0691 -0.3 0.6 -1.1
O 4.2959 0.7310 -1.0057 1.2 0.1 1.1
O 6.0422 1.1777 0.2567 -1.1 -0.6 -0.8
N 5.1286 0.0329 4.8153 -0.2 -1.3 -0.5
O 4.6992 -0.6704 5.7227 0.9 1.1 0.3
O 6.1798 0.6522 4.7522 -1.1 -0.4 0.7
H 2.7040 -1.2105 4.4635 -0.2 -0.2 0.7
H 5.8394 0.8903 2.3204 -0.6 -0.3 0.7
N -2.3569 -0.4835 -2.5502 -0.2 0.3 1.7
C -1.1288 -0.2431 -3.1227 -0.2 -0.1 0.1
C -0.9978 -0.5166 -4.4751 -0.6 0.5 -0.6
C 0.2408 -0.3596 -5.0401 0.5 0.4 -0.4
C 1.3401 0.1044 -4.3241 0.2 0.1 1.2
C 1.0707 0.4134 -2.9993 2.1 0.6 0.4
N -0.1059 0.2556 -2.4205 -1.7 -1.1 0.6
C -2.8831 -0.2509 -1.2344 0.4 -0.3 -1.0
C -4.2739 -0.0151 -1.2115 0.6 -0.4 -1.2
C -4.8349 0.3605 -0.0370 0.4 -0.2 1.8
C -4.0222 0.3721 1.1327 0.6 0.3 -1.5
C -2.6826 0.0445 1.0225 0.0 -0.7 0.2
N -2.1101 -0.3018 -0.1521 -0.1 0.3 -0.9
H -3.0810 -0.6658 -3.2153 -0.2 -0.2 -0.2
H -1.9043 -0.6586 -5.0859 0.7 -0.4 0.3
H 0.3679 -0.5247 -6.0811 0.0 -0.3 -0.8
H 2.3693 0.2137 -4.6938 -0.8 -0.1 -0.1
H 1.8025 0.8000 -2.2374 -0.2 -0.3 -1.3
H -4.8004 -0.1549 -2.1763 0.0 0.4 0.9
H -5.8737 0.6075 0.0953 -0.3 0.0 -0.3
H -4.3918 0.7525 2.0500 -0.4 0.0 0.7
H -1.9990 -0.0666 1.8739 -0.4 0.3 -0.2
C -1.2044 3.2727 2.3523 -0.3 -0.5 -0.2
N -1.6354 3.2070 0.9641 0.6 -0.7 0.3
C -0.9301 2.5965 0.0334 1.8 -1.1 -1.7
Se 0.8424 2.0195 0.1753 -0.3 -0.3 0.1
N -1.6228 2.5353 -1.1485 0.7 0.9 2.4
C -2.7818 3.2329 -0.9517 -0.5 0.1 0.0
C -3.7807 3.5676 -1.8434 0.4 -0.9 0.1
C -4.8232 4.2375 -1.3050 -0.9 1.5 -0.1
C -4.8212 4.6623 0.0215 -1.6 0.7 0.2
C -3.8644 4.3366 0.9366 0.5 -0.8 0.1
C -2.8144 3.6029 0.4008 -1.0 0.6 -0.4
H -0.1341 3.2513 2.3942 0.5 0.3 -0.1
H -1.5225 2.3917 2.8992 -0.4 -0.1 0.0
H -1.5982 4.1596 2.7870 -0.2 0.7 0.4
H -1.1821 2.2436 -1.9882 0.3 -0.2 -0.6
H -3.7614 3.2627 -2.8668 0.1 -0.1 -0.5
H -5.6319 4.6192 -1.9204 0.1 -0.3 -0.1
H -5.6495 5.3118 0.2924 0.1 -0.3 0.3
H -3.9338 4.5232 2.0008 0.0 0.4 -0.1
C 3.0411 -4.8632 -1.5958 -2.1 0.7 -0.3
N 2.1440 -4.6968 -0.4272 0.9 -1.1 0.6
C 2.4316 -5.2891 0.8062 1.2 -0.3 -0.5
C 1.4290 -5.0108 1.6415 -0.8 0.2 -0.1
N 0.5038 -4.2830 0.9167 0.9 -0.4 -0.5
C 0.9529 -4.1151 -0.3390 -0.4 1.7 -0.8
S 0.2093 -3.0991 -1.5736 0.2 -0.2 0.6
H 2.7472 -5.7680 -2.1131 0.1 -0.3 -0.1
H 4.0617 -4.9323 -1.2768 0.4 0.3 0.2
H 2.7832 -4.0244 -2.2629 0.7 -0.2 0.2
H 3.3746 -5.8279 0.9393 -0.7 0.2 0.0
H 1.1938 -5.2873 2.6368 0.2 -0.1 0.7
H -0.2420 -3.7489 1.3089 -0.5 0.3 0.2
```
Positions in Å, forces in eV/Å.

=====

[2]
Computed, not measured: C29H26BiBr2N2S5Sb as an isolated structure, with ωB97M-V with the def2-TZVPD basis set.

As for the frontier orbital gap: 3.577 eV. The calculation puts the energy above the lowest of the compared OMol25 structures with the same formula, charge and spin at 50.1 kcal/mol. As for the spin multiplicity: 1. The LUMO energy comes out at 3.245 eV. As for the net charge: -2. For the HOMO energy, the calculation gives -0.3323 eV.

Geometry as XYZ:
```
66
Properties=species:S:1:pos:R:3:forces:R:3
Bi 0.4514 1.0545 -1.9865 -0.1 -0.6 0.2
C 3.8147 0.9263 -1.6136 0.2 -0.1 -0.1
C 3.4782 1.9259 -2.5128 0.2 0.0 -0.1
C 3.0825 3.1699 -2.0452 0.1 0.2 -0.1
C 3.0435 3.4196 -0.6845 0.0 0.2 0.0
C 3.3968 2.4263 0.2133 0.0 0.0 0.1
C 3.7725 1.1785 -0.2527 0.1 0.0 0.2
H 4.0867 -0.0535 -1.9766 -0.1 -0.1 0.0
H 3.4854 1.7243 -3.5739 0.0 0.0 -0.1
H 2.7887 3.9370 -2.7479 0.0 0.0 0.0
H 2.7207 4.3828 -0.3184 -0.1 0.1 0.0
H 3.3444 2.6178 1.2754 0.0 0.0 0.1
H 4.0207 0.3955 0.4484 0.0 -0.1 0.0
Br -3.7084 0.8227 1.2711 -0.3 0.3 0.0
C -2.5355 -0.6101 0.7747 0.1 -0.1 -0.1
Br -1.1929 -0.8595 2.1170 0.3 -0.2 0.1
H -2.0648 -0.3544 -0.1750 -0.1 -0.1 0.3
H -3.1258 -1.5202 0.7079 0.1 0.1 0.0
S -2.4266 2.6519 -5.4595 0.2 -0.3 0.1
Sb -1.5533 0.6419 -4.8124 -0.2 0.0 0.0
S -1.9510 0.3480 -2.3912 -0.4 0.3 -0.8
S 0.8821 0.8932 -4.4606 -0.4 0.0 -0.3
S -2.0854 -1.2211 -6.0072 0.2 0.4 0.3
C 1.0298 -0.9807 -1.6560 0.6 1.1 0.1
C 0.8618 -2.1883 -1.6621 -0.1 -0.9 0.2
C 0.6583 -3.5654 -1.6018 0.0 0.6 -0.1
C 0.3857 -4.1192 -0.3104 0.0 0.0 0.1
C 0.9770 -3.5542 0.8358 0.1 -0.1 0.0
C 0.7675 -4.0912 2.0832 -0.1 -0.1 0.2
C -0.0675 -5.1882 2.2518 -0.1 -0.2 0.3
C -0.7158 -5.7149 1.1405 -0.1 -0.2 0.2
C -0.5039 -5.1948 -0.1161 0.0 0.0 0.0
C 0.6428 -4.3176 -2.8175 0.0 -0.2 -0.3
C 0.6073 -3.6650 -4.0660 0.1 0.1 0.1
C 0.5715 -4.3657 -5.2474 0.0 -0.2 -0.1
C 0.5884 -5.7558 -5.2424 0.0 -0.2 -0.2
C 0.6812 -6.4218 -4.0275 0.0 -0.2 -0.2
C 0.7209 -5.7245 -2.8388 0.0 0.0 0.1
H 1.6259 -2.6959 0.7142 0.0 0.0 -0.1
H 1.2638 -3.6602 2.9423 0.1 0.1 0.1
H -0.2355 -5.6099 3.2361 0.0 0.0 0.0
H -1.4037 -6.5448 1.2665 0.0 0.0 0.0
H -1.0517 -5.5857 -0.9648 0.1 0.0 0.0
H 0.6089 -2.5856 -4.0852 -0.1 0.1 0.0
H 0.5170 -3.8269 -6.1838 0.0 0.1 0.0
H 0.5267 -6.3130 -6.1698 0.0 0.0 0.0
H 0.7383 -7.5077 -4.0123 0.0 0.0 0.0
H 0.8280 -6.2731 -1.9099 0.0 0.1 -0.1
N -0.3380 2.5202 3.6860 -0.4 0.3 -0.1
C -0.6787 3.1827 2.5316 0.8 -0.6 -0.5
S 0.0162 2.7831 1.0739 -0.2 0.2 0.4
N -1.5840 4.2015 2.5949 -0.2 -0.2 -0.2
C -1.9705 4.9997 3.6565 -0.3 0.5 0.8
C -3.1243 5.7885 3.5087 0.3 -0.4 -0.1
C -3.5244 6.6473 4.5068 0.1 0.2 0.3
C -2.7917 6.7568 5.6838 0.0 -0.1 0.0
C -1.6487 5.9810 5.8378 -0.3 0.4 0.2
C -1.2367 5.1135 4.8478 0.0 -0.2 -0.4
H 0.1730 1.6647 3.5136 -0.1 0.1 -0.2
H -1.0758 2.4167 4.3697 0.0 0.1 0.1
H -1.9563 4.4611 1.6898 0.2 -0.1 0.1
H -3.7005 5.7200 2.5969 0.0 -0.1 -0.1
H -4.4129 7.2491 4.3661 0.0 0.0 0.0
H -3.1039 7.4404 6.4616 0.0 0.0 0.0
H -1.0612 6.0730 6.7429 0.0 0.0 0.0
H -0.3259 4.5507 4.9806 0.0 0.0 -0.1
```
Positions in Å, forces in eV/Å.

=====

[3]
Computed, not measured: C29H26Br2N6O4PdS as an isolated structure, with ωB97M-V with the def2-TZVPD basis set.

As for the frontier orbital gap: 2.448 eV. As for the spin multiplicity: 1. The LUMO energy comes out at 3.373 eV. As for the net charge: -2. For the HOMO energy, the calculation gives 0.9253 eV.

Geometry as XYZ:
```
69
Properties=species:S:1:pos:R:3:forces:R:3
Pd -1.5024 0.4149 -0.7795 1.0 0.7 -0.2
C 1.2464 -0.3048 -3.0626 -0.2 -0.1 0.1
C 1.2188 -1.4592 -2.1049 -0.9 0.8 0.4
C 2.0778 -2.5488 -2.2149 0.3 -1.1 0.6
C 1.9553 -3.6008 -1.3263 0.1 0.6 -0.5
C 0.9562 -3.5627 -0.3355 -0.1 0.3 -0.1
C 0.6948 -4.5846 0.5888 -0.1 -0.7 0.6
Br 1.7238 -6.2087 0.5272 0.0 0.1 0.1
C -0.3001 -4.4842 1.5392 0.6 -0.2 -0.5
C -1.0650 -3.3362 1.5682 -0.3 0.4 0.2
Br -2.4366 -3.1403 2.8731 0.0 -0.1 0.2
C -0.9148 -2.2468 0.6876 -0.8 0.5 0.6
O -1.6573 -1.2210 0.7685 0.6 -0.4 -0.2
C 0.1484 -2.3944 -0.2821 0.5 -0.1 -0.4
N 0.3101 -1.3787 -1.1438 0.8 -0.6 -0.4
H 1.4204 -0.6429 -4.0829 0.0 0.0 -0.1
H 2.0352 0.3985 -2.7924 0.1 0.1 0.0
H 0.2753 0.1988 -3.0043 0.2 0.0 -0.2
H 2.8334 -2.5754 -2.9901 0.0 0.0 -0.1
H 2.6069 -4.4597 -1.3986 0.0 0.0 0.0
H -0.4784 -5.2853 2.2441 0.0 0.0 0.0
C 0.1045 2.9778 -6.1903 -0.2 0.1 0.1
C -0.9404 2.3670 -5.2929 -0.2 0.1 0.2
C -1.3604 3.0084 -4.1686 0.1 0.2 -0.6
C -2.2172 2.3542 -3.1320 0.1 0.2 0.9
C -2.7503 1.0545 -3.6072 -0.7 -0.4 0.6
C -2.3667 0.4738 -4.7683 -0.1 0.2 0.0
C -1.4646 1.1057 -5.6370 0.2 -0.6 -0.6
S -3.5841 0.0628 -2.3845 -1.6 1.7 -2.8
O -4.7040 -0.5937 -3.0392 -0.1 -0.6 0.1
O -3.9866 0.9222 -1.2707 -0.4 -0.1 0.1
O -2.5143 -0.8867 -2.0266 0.3 -1.1 0.7
H 0.4883 3.9033 -5.7672 0.0 0.2 0.0
H -0.2966 3.1897 -7.1815 0.0 0.0 -0.2
H 0.9402 2.2882 -6.3092 0.1 -0.1 -0.1
H -0.9486 3.9777 -3.9115 0.1 0.2 0.0
H -3.0773 2.9831 -2.8510 0.1 0.2 0.1
H -2.7797 -0.4969 -5.0038 0.0 -0.2 -0.1
H -1.1441 0.6128 -6.5431 0.1 -0.1 -0.2
C -2.3203 1.2718 2.1418 -0.1 -0.1 0.0
C -0.8904 1.4397 1.7774 -0.5 0.1 -0.2
N -0.4324 1.3219 0.5489 0.2 0.5 1.2
C 0.8970 1.6021 0.5760 0.4 0.2 0.3
C 1.2554 1.9043 1.8537 0.6 0.1 -0.4
N 0.1197 1.8003 2.6118 -0.1 -0.2 0.3
C 0.0623 1.9416 4.0595 -1.0 0.7 -0.7
N 1.2510 1.4997 4.6825 1.6 -0.2 0.9
N 2.1610 2.3887 5.2377 0.1 -1.5 0.1
N 3.1351 1.7022 5.7648 -0.7 1.7 -0.3
C 2.9153 0.3832 5.5752 -0.9 -1.3 -0.6
C 3.6445 -0.7518 5.9628 -0.3 0.1 -0.2
C 3.1307 -1.9885 5.6077 0.8 0.3 0.5
C 1.9478 -2.1267 4.8931 -1.0 0.7 -0.5
C 1.2011 -1.0141 4.4943 0.1 -1.2 0.1
C 1.6996 0.2177 4.8584 0.8 1.0 0.5
H -2.9026 1.2128 1.2045 0.2 0.1 0.4
H -2.6711 2.1010 2.7577 0.0 0.1 0.0
H -2.4762 0.3332 2.6747 0.0 -0.1 0.0
H 1.4977 1.5665 -0.3109 0.1 0.0 -0.1
H 2.1955 2.1773 2.2872 0.2 0.0 0.0
H -0.7998 1.3543 4.4031 0.2 0.2 0.0
H -0.0774 2.9994 4.3261 0.1 -0.3 0.1
H 4.5657 -0.6546 6.5190 0.0 0.0 0.0
H 3.6779 -2.8800 5.8934 0.0 0.0 0.0
H 1.5924 -3.1154 4.6427 0.0 0.0 -0.1
H 0.2890 -1.1261 3.9287 -0.1 -0.1 -0.1
C -1.3440 2.2020 -1.8477 -0.3 -0.3 0.1
H -0.2890 2.3168 -2.1443 -0.1 -0.2 0.1
H -1.5817 3.0394 -1.1737 0.1 -0.2 0.2
```
Positions in Å, forces in eV/Å.

=====

The highest net charge belongs to which entry? C29H25N9O7RuSSe